45
Properties=species:S:1:pos:R:3:forces:R:3 method="wB97M-V/def2-TZVPD" s_squared=0.77 charge=-2 gap_ev="4.653 / 6.515" mol_weight_g_mol=643.59 spin_multiplicity=2 e_tot_ha=-2852.4175
Hg 0.60237 1.62121 0.82312 -0.3578 -0.2273 0.1203
N 4.64812 0.44847 -1.13082 1.8892 0.9657 -0.2927
C 3.63820 -0.00454 -0.44074 -0.9389 0.2425 -0.0773
N 2.89629 1.00770 -0.02469 0.3676 0.1606 0.0274
C 3.59175 2.11918 -0.43725 0.1558 0.0676 -0.0858
N 4.71403 1.83441 -1.11738 -1.2359 -0.6084 0.4556
C 3.04009 3.45831 -0.10784 0.8315 -1.7431 -0.1596
C 3.74834 4.59879 -0.28251 -0.0750 0.7779 -1.0505
N 3.22805 5.83503 -0.08558 -0.5744 -0.4045 0.2869
C 1.87033 5.78070 0.31576 1.4654 1.3595 -0.5255
C 1.19714 4.64571 0.54654 -1.2406 0.1024 0.2359
N 1.77958 3.45014 0.39733 -0.4825 -1.2340 0.2606
H 5.41025 -0.10742 -1.50894 -0.4235 0.2790 0.0652
H 3.46490 -1.04875 -0.37469 -0.4114 -0.6772 0.1440
H 4.70191 4.46042 -0.81240 -0.0911 0.5019 0.5766
H 1.38976 6.75378 0.36035 -0.0711 -0.1501 0.1681
H 0.12982 4.59688 0.81924 0.5779 0.3842 -0.0883
S -0.17072 0.20741 2.69705 0.1476 0.2571 -0.5809
C -1.90768 0.33466 2.38407 0.6205 -0.3273 1.6888
C -2.69378 -0.04997 3.47398 -0.2959 -1.2038 0.8290
C -4.08465 -0.03495 3.46804 1.1839 -0.0557 0.8978
C -4.73263 0.46679 2.38477 -0.8167 0.4458 -1.9797
C -3.97905 0.87132 1.27917 -0.0660 -0.0550 0.3572
C -2.56363 0.82751 1.28614 -0.8125 1.6454 -2.4801
S -1.78809 1.65063 -0.15915 0.0349 -0.7941 1.0566
H -2.20146 -0.49890 4.36025 -0.1816 0.5173 -0.6262
H -4.60920 -0.37314 4.33924 -0.2635 -0.1448 0.3406
H -5.82887 0.52470 2.31631 0.4787 -0.0485 0.1660
H -4.50925 1.25784 0.40143 0.4061 -0.0767 0.2879
C -4.34142 -2.24176 -0.01236 0.4887 0.0578 0.3043
S -4.49799 -3.86153 -0.81493 0.5028 0.3370 0.2053
C -2.84489 -3.76216 -1.55034 0.3865 -1.2744 -0.3844
H -3.88649 -1.54520 -0.72960 -0.4364 0.0013 0.2252
H -3.63796 -2.33288 0.82546 -0.1837 0.0658 -0.1511
H -5.28345 -1.87079 0.39057 0.0039 -0.0586 -0.2746
H -2.06601 -3.32152 -0.94380 -0.1544 0.0711 0.7413
H -2.88577 -3.14495 -2.42432 -0.0923 0.2175 -0.6947
H -2.47290 -4.77570 -1.82182 -0.4548 0.6333 0.0551
Cl 3.77210 -5.84317 -3.32579 -0.6937 0.8582 0.0568
C 2.71409 -4.37458 -2.94714 -0.6921 0.4742 -0.3179
C 3.33407 -3.24319 -2.06704 1.1370 -0.8073 -0.0784
O 4.42904 -3.44164 -1.49534 -0.4680 0.2391 -0.2646
O 2.57475 -2.26810 -2.03541 -0.3610 0.4870 0.0463
H 1.85475 -4.69855 -2.35248 0.2415 -0.4696 -0.1572
H 2.25617 -3.90823 -3.86645 0.9551 -0.7891 0.6711

=====

42
Properties=species:S:1:pos:R:3:forces:R:3 method="wB97M-V/def2-TZVPD" smiles="O=C(NCc1ccco1)c1cc(S(=O)(=O)N2CCOCC2)ccc1Cl" gap_ev=9.010 mol_weight_g_mol=384.84 spin_multiplicity=1 e_tot_ha=-1963.9690
O -2.50311 0.05191 -1.49079 -0.2852 -0.0863 0.2656
C -1.42304 0.10492 -2.04010 0.3224 0.0411 -0.2081
N -1.02102 1.15277 -2.78707 0.0894 0.2123 -0.1548
C -1.85223 2.32965 -2.96524 0.1204 0.1548 0.0282
C -1.28730 3.50761 -2.24266 -0.5116 -0.2139 0.7221
C -1.37365 3.89375 -0.93725 -0.0789 -0.2495 -0.6317
C -0.59425 5.07041 -0.81988 0.3012 0.2019 -0.4357
C -0.09010 5.30818 -2.06002 0.0776 0.3765 0.8097
O -0.49842 4.36700 -2.92689 -0.0297 -0.2218 -0.4860
C -0.41486 -1.00092 -1.87716 0.0166 -0.2626 0.0866
C -0.36652 -1.60280 -0.62159 -0.1253 0.1331 -0.1741
C 0.52893 -2.61726 -0.36182 0.0794 -0.1191 0.5028
S 0.55987 -3.36002 1.27268 0.0261 0.4263 -0.1213
O 1.81651 -4.03683 1.43290 0.0848 0.2041 -0.1237
O -0.64517 -4.10120 1.48021 -0.2649 0.1432 0.0704
N 0.47955 -1.97613 2.21706 -0.0837 -0.7839 -0.6655
C 1.73568 -1.26355 2.30607 0.4250 0.4585 0.1226
C 1.45803 0.10730 2.93076 0.1421 -0.1441 -0.3446
O 0.83789 -0.01925 4.18633 0.0798 0.0261 0.2040
C -0.37572 -0.73126 4.09190 -0.0958 -0.3060 -0.0997
C -0.14516 -2.12964 3.51726 -0.3475 -0.0223 0.4210
C 1.38116 -3.08247 -1.34549 0.0455 -0.0611 0.0244
C 1.32020 -2.52792 -2.61164 -0.0476 0.0136 0.0458
C 0.42947 -1.49407 -2.87316 -0.0105 -0.1114 0.3345
Cl 0.37519 -0.88369 -4.48912 0.1257 -0.0615 -0.3278
H -0.09322 1.17597 -3.17953 -0.1159 -0.1070 0.0975
H -2.83569 2.07666 -2.56238 0.1339 0.1074 -0.1359
H -1.93023 2.55859 -4.03188 -0.1067 -0.0191 0.0945
H -1.92933 3.40330 -0.16499 -0.1627 -0.1680 0.1297
H -0.43725 5.65431 0.06335 0.0777 0.1829 0.1409
H 0.54354 6.08408 -2.44105 0.0763 0.0598 -0.1473
H -1.04196 -1.26643 0.14879 -0.0961 0.1138 0.0273
H 2.13846 -1.15630 1.29756 0.1432 0.1433 0.0566
H 2.45663 -1.82022 2.92056 -0.0231 0.0705 -0.0820
H 2.38909 0.64933 3.10289 -0.0522 -0.0419 -0.1130
H 0.81387 0.68531 2.25031 0.0750 0.0000 0.0343
H -0.77342 -0.79007 5.10567 -0.0520 -0.0457 -0.1067
H -1.08036 -0.18512 3.44800 0.0028 -0.0434 0.0591
H -1.08281 -2.66397 3.37030 -0.0339 0.0573 0.1926
H 0.50014 -2.70469 4.19644 -0.0829 0.0389 -0.0007
H 2.07291 -3.87462 -1.10740 0.1310 -0.0834 -0.0531
H 1.95770 -2.89262 -3.40194 0.0302 -0.0132 -0.0585

=====

41
Properties=species:S:1:pos:R:3:forces:R:3 method="wB97M-V/def2-TZVPD" smiles="CN1CC(C(=O)NCCCc2ccccc2C(F)(F)F)=C(O)C1=O" gap_ev=9.184 mol_weight_g_mol=342.32 spin_multiplicity=1 e_tot_ha=-1254.6839
C 0.04056 -1.22721 3.83984 -1.8757 -1.9749 0.3520
N 0.45589 -0.10488 3.13331 1.5539 3.8973 1.2612
C 0.08880 0.15868 1.80863 -0.1245 -1.3794 -1.6015
C 0.25043 1.62749 1.57574 1.6365 0.1096 3.8159
C 0.06122 2.21697 0.29939 -1.6923 3.4925 0.3321
O 0.25297 3.44724 0.11992 0.9033 -1.4981 -0.2243
N -0.65691 1.50281 -0.56055 1.7802 0.9192 -1.8705
C -0.79246 2.00340 -1.92009 -0.8738 1.0763 0.4804
C -1.35552 0.98541 -2.84652 0.3992 -1.4206 -0.0793
C -0.23334 -0.09526 -3.28718 -1.6765 -0.1544 1.3976
C 0.36646 -0.97129 -2.13922 0.7026 3.9913 -0.9568
C 1.66820 -0.52320 -1.72240 -0.0156 -2.8637 -0.3400
C 2.37468 -1.34604 -0.82338 -2.8627 0.7220 -1.2367
C 1.71798 -2.37052 -0.18796 -0.7268 -0.5491 0.8066
C 0.37077 -2.61804 -0.45357 -0.4794 -1.2094 1.2112
C -0.34415 -1.89469 -1.41343 -0.9333 -0.8126 -0.4245
C -1.91725 -2.08646 -1.56030 0.8618 0.5019 -0.5551
F -2.27885 -3.36727 -1.44626 0.0543 0.4971 0.0334
F -2.54594 -1.60640 -2.73711 1.3784 -1.0379 2.2363
F -2.45394 -1.39541 -0.50523 -0.1757 -0.3889 -0.8277
C 0.71606 2.24575 2.75347 -2.1826 1.4409 -4.2472
O 0.79666 3.73129 2.86321 0.3205 -5.0471 2.8323
C 0.73785 1.11571 3.78435 0.7465 1.9211 2.1627
O 0.96907 1.37232 4.97180 -0.5285 -1.6375 -1.7521
H -0.91550 -1.03633 4.35047 0.0434 -0.0528 0.0365
H 0.74579 -1.47217 4.59408 0.6914 -0.3810 0.6450
H -0.15999 -2.13051 3.19140 0.5869 1.0829 0.4043
H -0.89626 -0.35394 1.65941 0.2025 0.9819 -0.3452
H 0.78537 -0.39202 1.15775 -0.2334 0.1412 -0.2242
H -1.10414 0.69594 -0.25471 -0.6279 -1.6424 0.1767
H 0.09024 2.45962 -2.36131 0.7443 -0.3758 0.5845
H -1.42458 2.88155 -1.80194 -0.5118 0.0876 -0.4633
H -1.61773 1.48918 -3.77550 -0.3431 -0.0493 0.0181
H -2.27466 0.56121 -2.35725 0.9112 0.1487 -0.8709
H -0.68535 -0.75067 -4.02384 -0.0425 -0.0564 -0.1635
H 0.54039 0.47451 -3.78388 0.3434 -0.0019 0.0536
H 2.23672 0.21154 -2.28778 -0.4671 0.0889 0.0871
H 3.37198 -1.23395 -0.66950 2.7569 0.7280 0.6171
H 2.21437 -2.90529 0.63948 -0.2655 0.0182 -0.7584
H -0.09336 -3.43506 0.15913 0.1307 0.9546 -0.7844
H 0.89746 4.13603 2.01756 -0.1092 -0.2677 -1.8188

=====

43
Properties=species:S:1:pos:R:3:forces:R:3 method="wB97M-V/def2-TZVPD" charge=+1 gap_ev=7.390 mol_weight_g_mol=494.88 spin_multiplicity=1 e_tot_ha=-2083.0402
Pd -0.12616 0.11055 -0.24609 0.8948 0.0521 -0.9670
F -2.99665 4.39283 -0.57777 0.0011 -0.0036 0.0032
C -2.05759 4.61148 -1.51132 -0.0139 -0.0005 -0.0105
F -1.98731 5.92789 -1.72316 0.0021 0.0156 0.0035
F -2.48058 4.03273 -2.64457 -0.0003 0.0055 -0.0108
C -0.72925 4.05018 -1.08032 0.0929 0.0166 -0.0118
C 0.39612 4.84455 -0.93452 -0.0687 -0.0126 -0.0207
C 1.60356 4.27700 -0.54762 0.0399 -0.0528 -0.0159
C 1.65061 2.91888 -0.29833 0.0597 0.0134 -0.0131
N 0.56303 2.16032 -0.42330 -0.3915 -0.1449 0.6646
C -0.59992 2.69382 -0.81410 -0.0657 -0.2036 0.0247
S -1.77980 1.39301 -0.90553 -0.4943 0.4882 -0.5196
H 0.32697 5.90594 -1.13047 -0.0001 -0.0011 -0.0006
H 2.49231 4.88011 -0.43788 0.0013 -0.0077 0.0008
H 2.56179 2.41774 -0.00020 -0.0072 0.0154 0.0445
C 1.83086 -0.96109 4.77554 -0.0104 -0.0063 0.0175
C 2.10958 -1.34200 3.33058 -0.0852 -0.0188 -0.1233
S 0.77434 -0.80642 2.23851 0.3719 -0.1054 0.3053
O 1.36795 -0.97684 0.82595 -0.1465 0.0316 -0.0882
C -0.40125 -2.15817 2.46637 -0.0083 -0.0319 0.0270
C 0.01147 -3.45107 1.78518 0.0106 0.0172 0.0000
H 2.66633 -1.28237 5.39554 -0.0014 0.0091 0.0015
H 0.93409 -1.44464 5.16353 0.0067 -0.0002 0.0002
H 1.71860 0.11635 4.88877 -0.0042 0.0004 0.0044
H 2.24892 -2.41365 3.19185 0.0281 0.0102 -0.0185
H 2.98269 -0.82801 2.92849 0.0069 0.0161 0.0213
H -1.35130 -1.78088 2.08506 0.0137 0.0101 -0.0267
H -0.50867 -2.26031 3.54894 -0.0151 -0.0091 -0.0113
H 0.18650 -3.28743 0.72249 -0.0006 -0.0143 0.0072
H -0.78655 -4.18373 1.89721 -0.0038 0.0031 0.0023
H 0.91520 -3.87630 2.21845 0.0012 -0.0027 -0.0096
N 2.99728 -4.19412 -3.58509 -0.0111 0.0076 0.0036
C 1.98489 -3.74581 -3.28283 0.0635 -0.0397 -0.0216
C 0.72548 -3.18271 -2.88941 -0.0870 0.0772 0.0080
C -0.48327 -3.73705 -3.30118 0.0132 0.0203 0.0159
C -1.65940 -3.14134 -2.88205 0.0131 0.0201 -0.0299
C -1.59254 -2.02423 -2.06975 -0.0443 0.1167 -0.0958
N -0.42975 -1.49744 -1.67236 -0.1916 -0.1764 0.8180
C 0.70987 -2.06287 -2.06759 0.0337 -0.0653 -0.0628
H -0.49149 -4.61228 -3.93615 -0.0001 -0.0011 -0.0019
H -2.62169 -3.53142 -3.17977 0.0028 -0.0006 0.0000
H -2.48918 -1.51582 -1.74134 0.0019 -0.0276 0.0418
H 1.63344 -1.62027 -1.71883 -0.0080 -0.0204 0.0443

=====

39
Properties=species:S:1:pos:R:3:forces:R:3 method="wB97M-V/def2-TZVPD" smiles="Cc1oc(-c2ccccc2F)nc1CSCC(=O)NC1CC1" gap_ev=8.601 mol_weight_g_mol=320.39 spin_multiplicity=1 e_tot_ha=-1377.9384
C -1.31503 -0.44150 2.62637 0.0657 0.1427 -0.2675
C -1.25198 -0.73462 1.17474 0.2327 -1.2167 0.0315
O -1.57324 0.22212 0.27949 -0.0734 0.4064 -0.0837
C -1.41890 -0.34296 -0.93149 0.2507 -1.1261 0.1623
C -1.64054 0.39852 -2.15075 -0.1671 0.6596 -0.0903
C -1.43248 -0.22947 -3.37992 -0.0435 0.1414 0.1233
C -1.61689 0.45568 -4.56313 0.0097 -0.0546 -0.0762
C -2.01134 1.78525 -4.54636 0.0020 0.0036 0.0842
C -2.22293 2.42937 -3.34022 -0.0009 0.0296 0.0834
C -2.03650 1.73554 -2.15983 0.0095 -0.1587 -0.1888
F -2.25752 2.38626 -1.00088 0.0377 -0.0479 -0.1539
N -1.04622 -1.59044 -0.86551 -0.2720 0.4734 -0.6380
C -0.92339 -1.86198 0.46598 -0.4842 0.8086 0.6397
C -0.41919 -3.16451 0.94010 0.5143 0.0418 0.1087
S 1.36304 -3.05469 1.38329 0.1016 -0.3478 -0.0720
C 1.96730 -2.06524 -0.01925 -0.2733 -0.2390 0.2104
C 1.74946 -0.56874 0.16099 0.0975 -0.3219 0.0264
O 1.37132 0.14404 -0.74512 0.0437 0.2834 -0.2562
N 2.04203 -0.12177 1.39896 0.2942 0.0991 0.4516
C 1.94060 1.25070 1.77141 0.0499 0.1478 -0.1142
C 3.08371 1.91645 2.47898 0.0723 0.1340 -0.1467
C 1.80992 1.61319 3.21639 -0.1471 0.0044 0.0646
H -0.32634 -0.19352 3.01068 0.0663 0.0374 0.0663
H -1.68705 -1.30873 3.16798 -0.0381 -0.0049 0.0574
H -1.97316 0.40683 2.79449 -0.0784 0.0209 0.1191
H -1.12022 -1.26079 -3.36903 0.0426 -0.1079 -0.0130
H -1.45031 -0.04434 -5.50492 0.0188 -0.0546 -0.0680
H -2.15323 2.32308 -5.47132 -0.0144 0.0496 -0.0719
H -2.52830 3.46331 -3.29929 -0.0302 0.0878 0.0373
H -0.51412 -3.91400 0.15578 -0.1584 0.0267 0.0809
H -0.91585 -3.49632 1.85037 -0.0244 -0.0874 -0.0236
H 3.03689 -2.26742 -0.09310 -0.0164 0.0001 -0.0481
H 1.46829 -2.39907 -0.92831 0.1165 0.1498 -0.0166
H 2.35930 -0.78480 2.09236 -0.2154 0.0264 -0.1235
H 1.38753 1.80791 1.02624 0.0407 0.0536 0.1169
H 3.31079 2.94156 2.23405 -0.0229 0.1158 -0.0201
H 3.95256 1.31883 2.70917 0.0285 -0.1345 -0.0032
H 1.83387 0.81645 3.94607 0.0253 -0.1165 0.0198
H 1.15812 2.42981 3.48454 -0.0602 0.0746 -0.0082

=====

41
Properties=species:S:1:pos:R:3:forces:R:3 method="wB97M-V/def2-TZVPD" s_squared=8.77 gap_ev="8.198 / 7.187" mol_weight_g_mol=464.28 spin_multiplicity=6 e_tot_ha=-5300.4334
Fe 0.60848 1.06057 -0.99572 -0.0002 0.3303 0.0210
S -1.57255 0.40672 -0.58017 -0.0870 -0.0824 -0.2037
C -0.93038 -1.14291 -1.06878 0.0139 0.0008 0.0594
S 0.78827 -1.19400 -1.43187 0.0093 -0.1505 -0.1174
C -1.71273 -2.25996 -1.15355 0.0756 0.0872 0.0573
C -1.15864 -3.52254 -1.51843 0.0063 -0.0761 -0.0014
N -0.70997 -4.54559 -1.79490 0.0160 0.0040 0.0222
C -3.09854 -2.20671 -0.81829 -0.0797 0.0000 0.0326
N -4.21121 -2.15658 -0.52898 0.0143 -0.0061 0.0092
C -1.36827 1.78634 3.17730 -0.0179 0.0242 -0.0404
N -0.68962 0.57487 2.76194 0.0537 0.0194 0.0481
C 0.40647 0.49475 1.99316 -0.1591 -0.0362 0.0944
Se 1.36115 1.92598 1.25408 0.1830 -0.1016 -0.1073
N 0.66228 -0.80125 1.77220 0.0996 0.0621 0.1747
C -0.32586 -1.58832 2.34047 -0.0582 0.0212 0.0467
C -0.55327 -2.95591 2.32511 -0.0094 -0.0256 -0.0035
C -1.67722 -3.39989 2.99705 0.0296 -0.0117 -0.0256
C -2.53777 -2.51429 3.65695 -0.0155 0.0388 0.0163
C -2.31051 -1.15015 3.66429 -0.0241 -0.0108 -0.0024
C -1.18445 -0.70642 2.98696 0.0046 -0.0814 -0.0341
H -0.75432 2.64119 2.91176 0.0013 -0.0014 0.0032
H -1.52318 1.76585 4.25455 -0.0068 0.0002 -0.0005
H -2.32725 1.85555 2.66352 -0.0039 0.0040 0.0161
H 1.37827 -1.11201 1.13302 -0.0206 -0.0258 -0.0846
H 0.10002 -3.63599 1.79587 0.0106 -0.0068 -0.0023
H -1.90430 -4.45694 3.00414 -0.0003 -0.0001 -0.0110
H -3.40965 -2.90724 4.16130 -0.0048 0.0043 -0.0078
H -2.98917 -0.46563 4.15382 0.0004 -0.0044 0.0072
C 3.47382 2.33824 -2.32356 -0.0069 -0.0114 0.0061
C 2.35134 1.86800 -3.24705 0.0216 -0.0118 0.0414
C 2.48559 2.50173 -4.63259 -0.0183 0.0470 0.0081
C 0.98378 2.17577 -2.64305 0.0010 -0.0147 -0.0292
H 4.45117 2.23158 -2.79663 -0.0020 -0.0331 0.0095
H 3.49495 1.77052 -1.38856 -0.0069 0.0159 0.0133
H 3.34049 3.39308 -2.06756 0.0087 0.0061 -0.0172
H 2.43930 0.78228 -3.37187 0.0230 0.0086 -0.0214
H 2.35084 3.58482 -4.57224 0.0137 -0.0001 0.0048
H 1.73379 2.10799 -5.31771 -0.0060 0.0113 0.0036
H 3.47155 2.30713 -5.05954 -0.0033 -0.0157 -0.0029
H 0.17079 1.91581 -3.32793 -0.0209 0.0287 0.0272
H 0.89652 3.23355 -2.36851 -0.0346 -0.0065 -0.0096